{
  "formula": "C28H79N5O11",
  "method": "ωB97M-V/def2-TZVPD",
  "smiles": "COC[C@H](C)N.COC[C@H](C)N.COC[C@H](C)N.COCCNCCOC.COCCNCCOC.CO.CO.CO.CO",
  "homo_lumo_gap_ha": 0.348,
  "elements": ["C", "O", "C", "C", "C", "N", "H", "H", "H", "H", "H", "H", "H", "H", "H", "H", "H", "C", "O", "C", "C", "C", "N", "H", "H", "H", "H", "H", "H", "H", "H", "H", "H", "H", "C", "O", "C", "C", "C", "N", "H", "H", "H", "H", "H", "H", "H", "H", "H", "H", "H", "C", "O", "C", "C", "N", "C", "C", "O", "C", "H", "H", "H", "H", "H", "H", "H", "H", "H", "H", "H", "H", "H", "H", "H", "C", "O", "C", "C", "N", "C", "C", "O", "C", "H", "H", "H", "H", "H", "H", "H", "H", "H", "H", "H", "H", "H", "H", "H", "C", "O", "H", "H", "H", "H", "C", "O", "H", "H", "H", "H", "C", "O", "H", "H", "H", "H", "C", "O", "H", "H", "H", "H"],
  "xyz": [[-11.858, 20.003, -15.833], [-12.504, 19.878, -17.049], [-12.770, 21.086, -17.741], [-13.791, 22.008, -16.986], [-15.217, 21.580, -16.932], [-13.768, 23.312, -17.563], [-10.964, 20.627, -15.808], [-11.623, 18.943, -15.735], [-12.509, 20.352, -15.032], [-11.827, 21.602, -17.921], [-13.198, 20.980, -18.738], [-13.403, 22.266, -16.001], [-15.644, 21.496, -17.931], [-15.867, 22.403, -16.635], [-15.296, 20.798, -16.177], [-14.401, 23.820, -16.963], [-12.855, 23.726, -17.437], [-14.293, 16.207, -15.396], [-15.096, 16.401, -16.503], [-15.743, 17.692, -16.722], [-16.681, 17.531, -17.931], [-17.687, 18.689, -18.316], [-17.427, 16.324, -17.830], [-13.758, 15.259, -15.457], [-14.887, 16.260, -14.483], [-13.545, 16.997, -15.339], [-16.429, 17.795, -15.881], [-15.047, 18.520, -16.586], [-16.021, 17.263, -18.755], [-18.229, 18.319, -19.186], [-17.304, 19.673, -18.588], [-18.435, 18.875, -17.546], [-17.464, 15.843, -18.717], [-16.767, 15.642, -17.484], [-22.184, 16.058, -11.941], [-21.069, 16.189, -12.766], [-21.371, 16.128, -14.167], [-20.131, 16.102, -15.003], [-19.649, 17.567, -15.039], [-20.397, 15.658, -16.374], [-23.143, 15.908, -12.437], [-22.246, 17.064, -11.528], [-22.014, 15.472, -11.038], [-21.814, 15.142, -14.306], [-22.050, 16.930, -14.458], [-19.396, 15.423, -14.572], [-19.543, 18.006, -14.047], [-20.344, 18.097, -15.690], [-18.701, 17.530, -15.575], [-19.485, 15.513, -16.784], [-20.779, 16.388, -16.958], [-11.181, 22.026, -12.401], [-10.279, 23.083, -11.915], [-10.820, 23.783, -10.784], [-9.805, 24.662, -10.037], [-10.505, 25.657, -9.188], [-9.632, 26.644, -8.492], [-8.645, 25.983, -7.542], [-9.320, 25.296, -6.418], [-8.407, 24.328, -5.731], [-10.862, 21.163, -11.816], [-11.082, 21.748, -13.450], [-12.219, 22.304, -12.215], [-11.144, 23.117, -9.984], [-11.562, 24.401, -11.289], [-9.368, 25.344, -10.766], [-9.065, 24.051, -9.520], [-10.727, 25.103, -8.374], [-10.243, 27.433, -8.056], [-9.070, 27.175, -9.261], [-7.920, 26.650, -7.076], [-8.080, 25.179, -8.013], [-7.893, 23.614, -6.374], [-8.819, 23.753, -4.902], [-7.662, 24.990, -5.291], [-17.460, 23.917, -12.888], [-17.211, 22.645, -13.404], [-15.819, 22.507, -13.364], [-15.399, 21.010, -13.440], [-15.612, 20.411, -12.135], [-15.313, 18.989, -12.183], [-15.827, 18.291, -10.922], [-17.301, 18.139, -10.815], [-17.931, 17.572, -11.907], [-17.198, 23.759, -11.842], [-18.546, 23.969, -12.966], [-16.984, 24.703, -13.474], [-15.398, 22.890, -12.434], [-15.350, 23.132, -14.124], [-14.370, 21.038, -13.799], [-16.065, 20.546, -14.167], [-16.581, 20.522, -11.870], [-14.231, 18.881, -12.244], [-15.905, 18.671, -13.041], [-15.419, 18.870, -10.094], [-15.366, 17.346, -10.637], [-17.923, 18.156, -12.828], [-18.992, 17.465, -11.681], [-17.488, 16.582, -12.014], [-15.022, 25.100, -10.957], [-15.710, 26.186, -10.354], [-15.170, 25.120, -12.037], [-13.939, 25.166, -10.850], [-15.291, 24.118, -10.567], [-15.609, 25.991, -9.420], [-18.073, 21.244, -9.737], [-18.755, 20.679, -10.849], [-17.252, 20.580, -9.463], [-17.655, 22.227, -9.955], [-18.733, 21.407, -8.886], [-18.467, 19.777, -11.008], [-13.996, 20.724, -8.497], [-13.474, 20.684, -9.808], [-13.975, 19.755, -7.998], [-13.452, 21.448, -7.892], [-15.023, 21.069, -8.613], [-14.303, 20.437, -10.224], [-19.388, 17.991, -8.331], [-19.890, 17.343, -7.143], [-19.739, 17.440, -9.204], [-19.779, 18.991, -8.514], [-18.316, 17.824, -8.438], [-20.769, 17.678, -6.950]],
  "mulliken_charge": [-0.3650, -0.2508, -1.2511, 1.1677, -0.9944, -0.8794, 0.4035, 0.2956, -0.1831, 0.4524, 0.3484, 0.1462, 0.3846, 0.6242, -0.3355, 0.2977, 0.2945, -0.3415, -0.5030, 0.7974, -0.1130, -1.2006, -0.5195, 0.2865, 0.1663, 0.0189, -0.4223, 0.0366, 0.5129, 0.4161, 0.2849, 0.0939, 0.2768, 0.2515, -0.8907, -0.2508, -1.0336, 0.4364, -0.4211, -0.7873, 0.3869, 0.3086, 0.2699, 0.4255, 0.3315, 0.3832, 0.2169, 0.4833, -0.5008, 0.3139, 0.3099, -0.0430, -0.4917, -0.1368, -0.6536, -0.2953, -0.7650, -0.4131, -0.3501, -0.7270, 0.3166, -0.0780, 0.0325, 0.2091, 0.2263, 0.3496, 0.2011, 0.3033, 0.3144, 0.3583, 0.4472, 0.3069, 0.2975, 0.2760, 0.3009, -0.5394, -0.3515, -0.3217, -0.1521, 1.0175, -0.0895, -0.4519, -0.1545, -0.7874, 0.1414, 0.3168, 0.2509, -0.3742, 0.5217, -0.4049, 0.2552, -0.1206, 0.4229, -0.2713, -0.2254, 0.4481, 0.2350, 0.3578, 0.4822, -0.0611, -0.5672, 0.1605, 0.2278, -0.0276, 0.3340, -0.3830, -0.6455, 0.1252, 0.0505, 0.3533, 0.2913, -0.7368, -0.4685, 0.2464, 0.2804, 0.1935, 0.2602, -0.2297, -0.5494, 0.1745, 0.1936, 0.1068, 0.3004]
}

{
  "formula": "C28H25AsN2O11PPmS",
  "method": "ωB97M-V/def2-TZVPD",
  "multiplicity": 5,
  "s_squared": 6.00,
  "charge": -2,
  "homo_lumo_gap_ha": [0.193, 0.194],
  "elements": ["Pm", "O", "S", "O", "O", "O", "C", "C", "C", "C", "C", "C", "P", "C", "C", "C", "C", "C", "C", "C", "C", "C", "C", "C", "C", "H", "H", "H", "H", "H", "H", "H", "H", "H", "H", "H", "H", "H", "H", "O", "C", "O", "C", "C", "C", "C", "C", "C", "O", "N", "O", "O", "N", "O", "O", "H", "H", "C", "As", "C", "C", "H", "H", "H", "H", "H", "H", "H", "H", "H"],
  "xyz": [[12.472, -15.455, -2.605], [15.364, -13.116, -1.363], [14.578, -13.412, -2.524], [14.830, -12.651, -3.774], [14.838, -14.885, -2.893], [13.063, -13.306, -2.217], [11.012, -23.369, -2.566], [11.820, -22.451, -3.285], [11.718, -21.084, -3.025], [10.823, -20.536, -2.082], [9.893, -21.463, -1.565], [10.013, -22.839, -1.759], [10.959, -18.825, -1.522], [10.184, -18.848, 0.124], [10.419, -19.874, 1.021], [9.687, -19.970, 2.203], [8.783, -18.980, 2.568], [8.584, -17.957, 1.631], [9.157, -17.945, 0.388], [12.726, -18.614, -1.125], [13.450, -19.687, -0.592], [14.772, -19.450, -0.278], [15.416, -18.208, -0.224], [14.694, -17.130, -0.725], [13.367, -17.367, -1.137], [11.157, -24.448, -2.634], [12.503, -22.920, -3.999], [12.403, -20.417, -3.571], [9.082, -21.054, -0.927], [9.268, -23.490, -1.296], [11.223, -20.615, 0.914], [9.879, -20.887, 2.775], [8.442, -18.833, 3.597], [7.970, -17.150, 1.935], [8.869, -17.218, -0.348], [12.928, -20.664, -0.396], [15.432, -20.235, 0.029], [16.427, -18.166, 0.269], [14.992, -16.108, -0.798], [8.894, -13.217, -0.861], [9.673, -13.784, -1.600], [10.804, -14.361, -1.284], [9.337, -13.907, -3.152], [8.440, -13.116, -3.912], [8.347, -13.295, -5.319], [9.313, -13.945, -6.028], [10.296, -14.604, -5.261], [10.049, -14.883, -3.863], [10.248, -16.079, -3.319], [11.511, -14.903, -5.824], [11.756, -14.636, -6.984], [12.471, -15.506, -5.087], [7.103, -12.870, -5.967], [6.996, -13.228, -7.150], [6.328, -12.216, -5.221], [7.732, -12.428, -3.442], [9.432, -13.834, -7.090], [15.312, -13.293, -7.159], [15.509, -14.355, -5.483], [16.216, -15.840, -6.606], [17.393, -13.742, -4.829], [15.575, -13.822, -8.052], [15.891, -12.373, -7.029], [14.257, -13.092, -7.245], [16.967, -15.413, -7.280], [15.378, -16.316, -7.143], [16.675, -16.545, -5.892], [17.829, -12.859, -5.369], [18.080, -14.552, -4.890], [17.218, -13.452, -3.780]],
  "lowdin_spin": [4.0398, -0.0002, 0.0005, -0.0002, -0.0054, -0.0104, 0.0000, 0.0000, 0.0000, 0.0001, 0.0000, 0.0000, 0.0004, 0.0000, 0.0000, 0.0000, 0.0000, 0.0000, 0.0000, -0.0004, -0.0003, 0.0000, -0.0002, -0.0004, -0.0120, 0.0000, 0.0000, 0.0000, 0.0000, 0.0000, 0.0000, 0.0000, 0.0000, 0.0000, 0.0000, -0.0001, 0.0000, -0.0001, 0.0002, -0.0006, 0.0001, -0.0039, 0.0009, 0.0010, 0.0009, -0.0002, 0.0014, -0.0008, -0.0082, 0.0008, 0.0006, -0.0041, 0.0002, 0.0006, 0.0003, 0.0001, 0.0000, 0.0000, 0.0001, 0.0000, 0.0000, 0.0000, 0.0000, 0.0000, 0.0000, 0.0000, 0.0000, 0.0000, 0.0000, 0.0000]
}

{
  "formula": "CH6N2OP2",
  "method": "ωB97M-V/def2-TZVPD",
  "smiles": "NC(=O)N(P)P",
  "homo_lumo_gap_ha": 0.366,
  "elements": ["N", "C", "O", "N", "P", "P", "H", "H", "H", "H", "H", "H"],
  "xyz": [[-1.117, -1.039, -1.507], [-0.878, 0.107, -0.734], [-1.319, 1.213, -1.116], [0.110, 0.155, 0.199], [1.077, -1.248, 0.410], [0.842, 1.761, 0.541], [-0.986, -1.851, -1.032], [-1.879, -0.927, -2.169], [2.229, -0.480, 0.819], [0.789, -1.505, 1.685], [1.331, 1.425, 1.770], [-0.199, 2.389, 1.134]],
  "mulliken_charge": [-0.4550, 0.6517, -0.6487, -0.0440, -0.1147, -0.0060, 0.1858, 0.2463, 0.0378, 0.0551, 0.0478, 0.0439]
}

{
  "formula": "C36H59As3N3O8P2SW",
  "method": "ωB97M-V/def2-TZVPD",
  "charge": 1,
  "homo_lumo_gap_ha": [0.183, 0.184],
  "elements": ["W", "O", "C", "C", "C", "C", "C", "C", "C", "O", "N", "O", "O", "H", "H", "H", "H", "C", "As", "C", "C", "C", "C", "C", "As", "C", "C", "C", "As", "C", "C", "H", "H", "H", "H", "H", "H", "H", "H", "H", "H", "H", "H", "H", "H", "H", "H", "H", "H", "H", "H", "H", "H", "H", "H", "H", "H", "H", "C", "P", "C", "N", "C", "C", "C", "C", "C", "C", "N", "C", "P", "C", "C", "C", "C", "C", "C", "C", "C", "C", "H", "H", "H", "H", "H", "H", "H", "H", "H", "H", "H", "H", "H", "H", "H", "H", "H", "H", "H", "H", "H", "H", "H", "H", "H", "H", "H", "H", "O", "S", "O", "O", "O"],
  "xyz": [[0.064, 0.275, -0.044], [0.216, -0.088, 1.753], [-0.530, 0.326, 2.832], [-1.589, 1.221, 2.716], [-2.309, 1.600, 3.874], [-3.334, 2.527, 3.802], [-3.668, 3.133, 2.582], [-3.006, 2.754, 1.434], [-1.993, 1.792, 1.456], [-1.422, 1.334, 0.282], [-4.055, 2.876, 4.983], [-3.776, 2.275, 6.014], [-4.905, 3.751, 4.891], [-0.226, -0.084, 3.787], [-2.062, 1.158, 4.825], [-4.446, 3.878, 2.561], [-3.290, 3.189, 0.487], [4.117, -1.031, 0.244], [2.571, 0.289, 0.346], [3.069, 0.627, 2.297], [3.874, 1.673, -0.438], [3.694, 3.179, -0.214], [4.134, 3.566, 1.204], [2.254, 3.617, -0.439], [0.755, 2.820, 0.677], [-0.516, 3.932, -0.388], [0.798, 4.270, 2.137], [4.608, 3.911, -1.208], [4.375, 3.907, -3.221], [2.923, 5.249, -3.374], [3.301, 2.324, -3.743], [5.019, -0.560, 0.654], [4.291, -1.302, -0.798], [3.908, -1.927, 0.826], [4.087, 1.016, 2.391], [3.033, -0.330, 2.821], [2.364, 1.306, 2.793], [3.834, 1.459, -1.507], [4.882, 1.403, -0.094], [3.404, 3.213, 1.931], [4.204, 4.647, 1.292], [5.111, 3.142, 1.428], [1.967, 3.348, -1.458], [2.201, 4.708, -0.340], [-0.042, 4.873, -0.685], [-1.403, 4.179, 0.195], [-0.824, 3.388, -1.283], [1.078, 5.239, 1.711], [1.478, 4.022, 2.953], [-0.213, 4.341, 2.550], [5.632, 3.565, -1.035], [4.601, 4.977, -0.960], [3.088, 6.072, -2.682], [1.937, 4.826, -3.205], [2.943, 5.660, -4.383], [3.897, 1.415, -3.707], [3.035, 2.487, -4.787], [2.374, 2.159, -3.196], [-3.618, -1.596, 1.299], [-2.343, -1.174, 0.024], [-1.999, -2.833, -0.655], [-2.967, -3.483, -1.279], [-2.642, -4.595, -1.981], [-3.567, -5.184, -2.845], [-3.198, -6.271, -3.608], [-1.919, -6.812, -3.504], [-0.987, -6.262, -2.649], [-1.324, -5.132, -1.900], [-0.392, -4.515, -1.136], [-0.710, -3.359, -0.571], [0.654, -2.503, 0.296], [2.025, -3.282, -0.665], [0.710, -3.513, 1.920], [1.784, -2.899, 2.817], [-0.653, -3.332, 2.587], [0.979, -4.996, 1.697], [-3.496, -0.382, -1.317], [-4.373, -1.355, -2.108], [-4.466, 0.590, -0.631], [-2.619, 0.372, -2.330], [-4.437, -2.137, 0.830], [-3.989, -0.696, 1.784], [-3.173, -2.231, 2.060], [-4.551, -4.749, -2.928], [-3.903, -6.705, -4.303], [-1.647, -7.665, -4.107], [0.011, -6.663, -2.566], [1.596, -4.175, -1.128], [2.856, -3.567, -0.031], [2.368, -2.599, -1.444], [1.555, -1.851, 3.009], [2.775, -2.979, 2.372], [1.813, -3.418, 3.773], [-0.914, -2.272, 2.654], [-0.639, -3.741, 3.596], [-1.425, -3.856, 2.025], [2.002, -5.184, 1.386], [0.308, -5.407, 0.947], [0.811, -5.533, 2.630], [-4.887, -2.054, -1.457], [-3.800, -1.924, -2.833], [-5.120, -0.771, -2.646], [-5.274, 0.040, -0.156], [-4.912, 1.247, -1.377], [-3.988, 1.203, 0.126], [-2.022, -0.320, -2.929], [-1.941, 1.096, -1.844], [-3.254, 0.929, -3.018], [0.293, 0.379, -3.741], [0.700, 0.169, -2.416], [2.044, -0.271, -2.139], [-0.151, -0.749, -1.587], [0.501, 1.387, -1.542]],
  "mulliken_charge": [-1.3911, 0.3797, -0.1714, 0.4098, -0.5534, -1.0591, -1.0208, -0.8535, 0.9021, 0.3371, 1.0305, -0.6087, -0.6160, 0.4263, 0.6961, 0.5543, 0.8173, -1.4722, 1.6854, -1.4302, -1.4690, 3.0383, -1.9446, -1.0209, 0.8844, -1.5619, -1.2873, -2.2812, 0.3163, -0.9360, -0.6544, 0.6096, 0.3870, 0.2573, 0.4932, 0.5939, 0.0925, 0.0995, 0.7592, 0.1824, 0.4543, 0.4262, -0.4306, 0.9296, 0.6554, 0.5766, 0.1597, 0.4261, 0.3520, 0.3848, 0.4708, 0.6341, 0.2860, 0.1555, 0.4354, 0.3306, 0.4949, -0.1351, -1.7698, 1.6432, -0.2209, -0.2536, 0.2061, -0.4451, -0.6565, -0.6210, -0.6505, -0.0648, -0.1151, -0.1898, 2.1785, -1.6751, 1.5815, -1.1451, -1.2991, -1.7695, 2.4697, -2.0733, -1.8879, -1.8411, 0.4232, 0.4253, 0.4065, 0.4975, 0.4136, 0.4135, 0.4897, 0.4566, 0.4448, 0.2029, -0.1582, 0.2133, 0.6459, -0.0999, 0.7289, 0.2971, 0.3355, 0.3001, 0.4975, 0.3218, 0.4448, 0.5527, 0.4102, 0.5493, 0.1748, 0.1753, -0.1052, 0.7682, -0.7662, 0.6260, -0.4969, -0.7047, -0.5114]
}

{
  "formula": "C6H8BrFN",
  "method": "ωB97M-V/def2-TZVPD",
  "smiles": "[NH3+]/C(Br)=C/C=C\\C=C\\F",
  "charge": 1,
  "homo_lumo_gap_ha": 0.308,
  "elements": ["N", "C", "Br", "C", "C", "C", "C", "C", "F", "H", "H", "H", "H", "H", "H", "H", "H"],
  "xyz": [[-0.978, -1.452, -1.991], [-0.516, -0.251, -1.164], [0.729, 0.841, -1.996], [-1.154, -0.058, -0.041], [-0.973, 1.096, 0.870], [0.283, 1.581, 1.254], [1.550, 0.979, 1.281], [1.693, -0.339, 1.250], [2.958, -0.946, 1.433], [-0.430, -1.518, -2.888], [-2.002, -1.467, -2.195], [-0.732, -2.384, -1.418], [-1.776, -0.915, 0.020], [-1.851, 1.519, 1.225], [0.036, 2.555, 1.801], [2.354, 1.741, 1.285], [0.810, -0.982, 1.274]],
  "mulliken_charge": [-0.3955, 0.2784, 0.0121, -0.4567, -0.5180, -0.2189, -0.4439, -0.0350, -0.2383, 0.3948, 0.3759, 0.4266, 0.3632, 0.4327, 0.2972, 0.3409, 0.3844]
}